# 1
Here is a molecular structure, C53H54N5NbO4Se in a non-equilibrium geometry from OMol25. Energies are from wB97M-V/def2-TZVPD.

Cartesian coordinates (Å):
Nb: -19.657 -3.931 9.901
C: -20.062 1.652 5.220
C: -20.390 2.493 6.486
C: -21.270 3.591 6.416
C: -21.547 4.352 7.568
C: -21.057 3.953 8.826
C: -20.187 2.885 8.920
C: -19.846 2.146 7.744
N: -18.857 1.136 7.891
C: -19.073 -0.219 7.756
N: -20.284 -0.622 8.267
C: -20.932 -1.836 7.956
C: -20.360 -3.089 8.132
C: -20.778 -4.110 7.260
C: -21.896 -3.897 6.467
C: -22.722 -2.785 6.672
C: -22.252 -1.714 7.407
C: -23.156 -0.576 7.763
N: -18.184 -1.027 7.323
C: -16.816 -0.732 7.421
C: -16.245 -0.208 8.628
C: -14.876 -0.248 8.838
C: -14.006 -0.628 7.774
C: -14.526 -1.048 6.566
C: -15.924 -1.150 6.389
C: -16.437 -1.763 5.108
H: -20.600 2.047 4.343
H: -20.383 0.605 5.328
H: -18.948 1.626 5.020
H: -21.743 3.848 5.480
H: -22.155 5.267 7.482
H: -21.279 4.490 9.755
H: -19.724 2.598 9.861
H: -17.880 1.448 7.718
H: -20.841 0.190 8.609
H: -20.227 -5.033 7.133
H: -22.065 -4.680 5.722
H: -23.722 -2.784 6.297
H: -24.219 -0.909 7.645
H: -22.964 0.333 7.156
H: -23.061 -0.306 8.837
H: -16.928 0.079 9.499
H: -14.393 0.050 9.751
H: -12.912 -0.625 7.940
H: -13.868 -1.327 5.761
H: -15.807 -2.670 4.852
H: -16.293 -1.044 4.272
H: -17.534 -1.912 5.157
C: -20.263 -5.906 15.890
C: -21.078 -6.469 14.708
C: -22.043 -7.486 15.269
O: -20.242 -6.982 13.744
C: -20.041 -6.045 12.691
C: -21.141 -5.002 12.874
O: -21.826 -5.393 14.058
C: -22.217 -4.549 11.769
O: -21.440 -4.178 10.637
C: -23.265 -5.515 11.265
C: -23.962 -5.136 10.127
C: -25.060 -5.881 9.724
C: -25.456 -7.086 10.317
C: -24.716 -7.475 11.431
C: -23.670 -6.676 11.882
C: -22.989 -3.346 12.268
C: -22.627 -2.087 11.814
C: -23.368 -0.938 12.089
C: -24.468 -0.973 12.910
C: -24.860 -2.222 13.381
C: -24.139 -3.383 13.145
C: -19.502 -6.722 11.363
O: -19.218 -5.747 10.362
C: -18.086 -7.247 11.724
C: -17.858 -8.613 12.065
C: -16.577 -9.039 12.358
C: -15.477 -8.185 12.349
C: -15.691 -6.861 11.911
C: -16.999 -6.397 11.684
C: -20.286 -7.825 10.703
C: -20.339 -7.898 9.314
C: -20.718 -9.094 8.734
C: -21.142 -10.198 9.496
C: -21.242 -10.039 10.873
C: -20.819 -8.864 11.456
H: -19.601 -6.719 16.253
H: -20.856 -5.455 16.701
H: -19.608 -5.083 15.575
H: -21.494 -8.281 15.811
H: -22.686 -7.907 14.503
H: -22.699 -6.988 16.042
H: -19.080 -5.491 12.983
H: -20.633 -4.004 13.138
H: -23.664 -4.262 9.547
H: -25.566 -5.530 8.809
H: -26.222 -7.748 9.916
H: -24.843 -8.445 11.884
H: -23.108 -6.963 12.763
H: -21.752 -1.976 11.178
H: -22.962 -0.022 11.685
H: -25.004 -0.052 13.157
H: -25.818 -2.320 13.948
H: -24.505 -4.333 13.548
H: -18.683 -9.267 12.251
H: -16.416 -10.066 12.687
H: -14.498 -8.550 12.690
H: -14.849 -6.192 11.698
H: -17.068 -5.349 11.344
H: -19.928 -7.085 8.687
H: -20.719 -9.208 7.657
H: -21.385 -11.147 9.017
H: -21.670 -10.845 11.480
H: -20.843 -8.781 12.546
N: -17.464 -5.360 7.709
N: -17.860 -4.102 8.391
H: -18.283 -5.684 7.169
H: -17.449 -6.001 8.507
H: -18.004 -3.411 7.667
H: -16.991 -3.758 8.886
Se: -18.800 -2.338 11.406

E_LUMO, eV: -0.20
Kohn-Sham gap, eV: 7.39
Net charge: 0



# 2
Here is 2 unconnected molecules or ions with the total composition C3H10N8O2 in a non-equilibrium geometry from OMol25. Energies are from wB97M-V/def2-TZVPD.

Cartesian coordinates (Å):
C: 1.175 1.225 -0.586
C: -1.150 -1.628 -0.438
C: -0.865 1.123 0.292
N: 0.017 1.818 -0.560
N: 1.056 0.005 0.176
N: -0.201 -0.188 0.649
N: 2.279 1.600 -1.144
N: -1.142 -2.740 0.179
N: 2.020 -0.951 0.649
N: -1.519 -1.375 -1.630
N: -0.912 2.004 1.524
O: 3.116 -0.741 0.339
O: 1.489 -1.913 1.140
H: -1.858 0.929 0.011
H: 2.149 2.422 -1.738
H: 3.087 1.008 -1.054
H: -0.746 -2.983 1.018
H: -1.331 -3.634 -0.323
H: -1.677 -0.574 -2.146
H: -2.326 -1.873 -1.931
H: -0.968 1.350 2.397
H: -1.726 2.676 1.468
H: 0.035 2.439 1.706

E_LUMO (spin up / spin down), eV: -8.49 / -8.49
Kohn-Sham gap (spin up / spin down), eV: 8.75 / 8.75
Net charge: +2
ΔE to the lowest compared entry with this formula, charge and spin, kcal/mol: 44.8



# 3
Here is a molecular structure, C11H20AuCl2N2O2PSe in a non-equilibrium geometry from OMol25. Energies are from wB97M-V/def2-TZVPD.

Cartesian coordinates (Å):
C: -0.309 -4.318 -4.360
C: -0.459 -3.355 -3.231
H: -1.287 -4.673 -4.706
H: 0.311 -5.149 -3.984
H: 0.234 -3.800 -5.166
O: -1.441 -2.885 -2.714
Cl: 1.191 -2.909 -2.666
Au: -0.054 -0.765 -0.678
P: -0.023 1.423 -1.868
C: -1.443 2.560 -1.782
C: 1.389 2.549 -1.790
H: 0.785 0.159 -3.756
H: 0.072 1.748 -4.273
H: -0.977 0.354 -3.821
C: -0.033 0.876 -3.608
H: 2.310 1.965 -1.860
H: 1.276 3.290 -2.591
H: -1.326 3.307 -2.580
H: -1.443 3.062 -0.805
H: 1.373 3.068 -0.830
H: -2.386 2.016 -1.918
C: -1.821 -0.826 0.047
O: -2.668 -0.591 0.804
Cl: 2.214 -0.469 -1.123
C: 2.053 -1.359 2.973
N: 0.933 -0.633 3.517
C: 0.146 -1.064 4.572
C: -0.757 -0.067 4.802
N: -0.486 0.938 3.893
C: -1.151 2.217 3.865
C: 0.582 0.621 3.095
Se: 1.370 1.648 1.829
H: 2.896 -0.676 2.825
H: 1.825 -1.819 2.002
H: 2.307 -2.140 3.698
H: 0.309 -2.013 5.054
H: -1.540 0.054 5.545
H: -2.218 2.075 3.660
H: -1.048 2.724 4.831
H: -0.706 2.855 3.097

E_LUMO (spin up / spin down), eV: -6.73 / -9.34
Kohn-Sham gap (spin up / spin down), eV: 8.19 / 6.30
Net charge: +2
Spin multiplicity: 3
ΔE to the lowest compared entry with this formula, charge and spin, kcal/mol: 0.0



Copy entry 2 word for word.
Here is 2 unconnected molecules or ions with the total composition C3H10N8O2 in a non-equilibrium geometry from OMol25. Energies are from wB97M-V/def2-TZVPD.

Cartesian coordinates (Å):
C: 1.175 1.225 -0.586
C: -1.150 -1.628 -0.438
C: -0.865 1.123 0.292
N: 0.017 1.818 -0.560
N: 1.056 0.005 0.176
N: -0.201 -0.188 0.649
N: 2.279 1.600 -1.144
N: -1.142 -2.740 0.179
N: 2.020 -0.951 0.649
N: -1.519 -1.375 -1.630
N: -0.912 2.004 1.524
O: 3.116 -0.741 0.339
O: 1.489 -1.913 1.140
H: -1.858 0.929 0.011
H: 2.149 2.422 -1.738
H: 3.087 1.008 -1.054
H: -0.746 -2.983 1.018
H: -1.331 -3.634 -0.323
H: -1.677 -0.574 -2.146
H: -2.326 -1.873 -1.931
H: -0.968 1.350 2.397
H: -1.726 2.676 1.468
H: 0.035 2.439 1.706

E_LUMO (spin up / spin down), eV: -8.49 / -8.49
Kohn-Sham gap (spin up / spin down), eV: 8.75 / 8.75
Net charge: +2
ΔE to the lowest compared entry with this formula, charge and spin, kcal/mol: 44.8



Question: net charge of number 1 (C53H54N5NbO4Se)?
Answer: 0



Question: Among the records above, which one has the lowest net charge?
Answer: C53H54N5NbO4Se



Question: Which value of net charge does entry 2 give?
Answer: +2